Record 1
DFT (ωB97M-V/def2-TZVPD) results for a cluster of 2 separate species, C4H11N2O in total.

```
! RIJCOSX wB97M-V def2-TZVPD def2/J DEFGRID3
* xyz 1 1
O 0.52 1.59 -0.18
C -0.24 0.84 -1.13
N 0.48 -0.30 -1.61
C 0.92 -1.18 -0.60
C -1.54 1.09 -1.35
N -0.23 -1.42 1.67
C 0.03 -0.26 2.47
H -0.07 -0.52 -2.44
H 1.89 -0.87 -0.23
H 0.10 -1.19 0.32
H 0.81 -2.22 -0.92
H -2.02 0.81 -2.29
H -2.21 1.41 -0.57
H -0.32 -2.26 2.26
H -0.10 1.01 0.38
H -0.91 0.29 2.63
H 0.71 0.48 2.02
H 0.50 -0.49 3.43
*
```

Calculated values
energy: -343.22042 hartree
HOMO-LUMO gap: 5.5 eV
F_max: 0.089 Eh/bohr
energy above the lowest of the compared OMol25 structures with the same formula, charge and spin: 215.7 kcal per mole

Record 2
DFT (ωB97M-V/def2-TZVPD) results for a cluster of 11 separate species, C38H67F9O26 in total.

```
! RIJCOSX wB97M-V def2-TZVPD def2/J DEFGRID3
* xyz 0 1
C -1.09 1.79 -4.11
C -1.99 1.75 -5.35
O -2.83 2.91 -5.52
C -3.77 3.07 -4.64
O -4.09 2.28 -3.83
C -4.43 4.43 -4.75
F -5.06 4.60 -5.91
F -5.27 4.70 -3.69
F -3.45 5.41 -4.65
H -1.76 1.81 -3.23
H -0.37 2.58 -3.99
H -0.61 0.85 -3.91
H -2.53 0.82 -5.33
H -1.42 1.67 -6.24
C -1.54 2.95 0.32
C -0.44 2.09 0.86
O -0.84 0.73 0.70
C -0.61 0.04 -0.42
O -0.01 0.38 -1.41
C -1.31 -1.33 -0.28
F -0.69 -2.31 -0.98
F -1.28 -1.82 0.99
F -2.62 -1.28 -0.65
H -1.26 4.00 0.47
H -2.56 2.76 0.68
H -1.50 2.75 -0.76
H -0.27 2.26 1.92
H 0.50 2.37 0.33
C 2.54 -4.76 -2.67
C 1.49 -5.10 -1.70
O 1.42 -6.50 -1.39
C 2.27 -6.90 -0.42
O 3.11 -6.23 0.07
C 2.11 -8.41 -0.19
F 3.34 -8.96 -0.30
F 1.65 -8.58 1.05
F 1.32 -9.05 -1.01
H 2.55 -5.29 -3.63
H 3.56 -4.77 -2.27
H 2.37 -3.71 -2.89
H 0.50 -4.80 -2.08
H 1.63 -4.60 -0.76
C 2.47 -0.01 1.01
C 2.30 -1.42 0.44
C 3.74 -1.96 0.55
O 4.58 -0.86 0.88
C 3.78 0.01 1.68
H 1.66 0.38 1.62
H 2.59 0.68 0.12
H 1.87 -1.36 -0.54
H 1.55 -2.01 0.99
H 4.20 -2.30 -0.39
H 3.85 -2.71 1.32
H 4.31 0.96 1.72
H 3.68 -0.42 2.70
C -0.65 -2.12 -6.14
C -1.18 -3.55 -6.50
C -1.16 -4.32 -5.17
O -0.25 -3.54 -4.35
C -0.57 -2.21 -4.57
H -1.33 -1.31 -6.45
H 0.31 -1.84 -6.54
H -0.54 -4.10 -7.20
H -2.25 -3.57 -6.78
H -0.81 -5.36 -5.31
H -2.15 -4.30 -4.70
H 0.27 -1.59 -4.22
H -1.49 -1.99 -3.95
C 2.87 0.35 -3.36
O 2.92 1.56 -4.10
C 2.17 1.55 -5.19
O 1.42 0.63 -5.52
O 2.28 2.72 -5.79
C 1.55 2.86 -7.03
H 1.95 0.37 -2.78
H 3.82 0.36 -2.83
H 2.89 -0.47 -4.12
H 1.73 1.99 -7.67
H 1.89 3.81 -7.50
H 0.46 2.83 -6.84
C 2.09 -5.15 3.35
O 2.06 -3.78 3.73
C 0.98 -3.07 3.77
O -0.16 -3.49 3.58
O 1.33 -1.83 4.11
C 0.34 -0.76 3.95
H 2.48 -5.72 4.26
H 2.67 -5.27 2.44
H 1.04 -5.47 3.15
H -0.13 -0.79 2.94
H 0.85 0.22 4.11
H -0.50 -0.93 4.64
C -1.54 7.05 -0.91
O -0.55 6.04 -1.28
C 0.22 5.67 -0.25
O 0.27 6.13 0.87
O 1.04 4.75 -0.77
C 2.19 4.60 0.12
H -2.00 6.72 0.05
H -2.22 7.03 -1.75
H -1.01 8.02 -0.83
H 1.85 3.93 0.92
H 2.40 5.58 0.54
H 2.93 4.15 -0.51
C -2.79 0.56 4.54
O -3.39 1.79 3.92
C -2.53 2.81 4.00
O -1.45 2.79 4.54
O -3.07 3.89 3.42
C -2.19 5.01 3.21
H -3.54 -0.23 4.42
H -2.60 0.79 5.58
H -1.86 0.46 3.95
H -1.17 4.66 2.98
H -2.16 5.63 4.10
H -2.58 5.59 2.34
C 3.89 2.03 5.79
O 3.54 3.24 5.15
C 3.06 3.18 3.92
O 2.79 2.17 3.31
O 2.93 4.41 3.37
C 3.23 5.53 4.14
H 4.55 1.53 5.13
H 2.98 1.48 5.97
H 4.43 2.41 6.64
H 3.24 6.42 3.49
H 4.20 5.42 4.61
H 2.50 5.66 4.92
C -7.34 -3.12 4.84
O -6.20 -3.97 5.09
C -4.95 -3.47 5.06
O -4.65 -2.34 4.71
O -4.15 -4.46 5.33
C -2.72 -4.24 5.26
H -8.00 -3.19 5.71
H -7.95 -3.61 4.03
H -7.02 -2.12 4.47
H -2.32 -5.26 5.14
H -2.33 -3.87 6.24
H -2.41 -3.56 4.52
*
```

Calculated values
energy: -4343.16511 hartree
HOMO-LUMO gap: 10.0 eV
F_max: 0.060 Eh/bohr
energy above the lowest of the compared OMol25 structures with the same formula, charge and spin: 0.0 kcal per mole

Record 3
DFT (ωB97M-V/def2-TZVPD) results for a structure of composition C28H28N4O2SSeV.

```
! RIJCOSX wB97M-V def2-TZVPD def2/J DEFGRID3
* xyz 1 1
V 0.58 -0.37 -0.48
O 1.35 -1.72 0.66
S 0.77 -1.16 1.97
O -0.21 -1.98 2.59
N 0.17 0.17 1.33
C 0.33 1.52 1.76
C 0.24 2.00 3.03
C 0.41 3.38 3.27
C 0.65 4.25 2.24
C 0.77 3.75 0.91
C 1.09 4.55 -0.20
C 1.27 3.97 -1.42
C 1.11 2.58 -1.56
N 0.76 1.80 -0.55
C 0.60 2.38 0.69
C 2.07 -0.89 3.09
C 1.81 -1.20 4.43
C 2.85 -1.05 5.34
C 4.10 -0.62 4.91
C 4.33 -0.32 3.57
C 3.31 -0.46 2.64
H 0.04 1.32 3.86
H 0.33 3.76 4.28
H 0.77 5.31 2.42
H 1.22 5.62 -0.08
H 1.54 4.55 -2.29
H 1.27 2.11 -2.51
H 0.84 -1.55 4.73
H 2.68 -1.28 6.38
H 4.90 -0.53 5.62
H 5.31 0.01 3.24
H 3.49 -0.22 1.60
Se 2.01 -0.56 -2.35
C 3.26 0.14 -1.20
N 3.94 0.62 -0.39
C -1.68 1.75 -3.29
C -2.77 1.15 -2.39
C -2.69 1.61 -0.93
C -2.80 -0.36 -2.57
C -3.81 -0.86 -3.37
C -3.92 -2.22 -3.64
C -3.04 -3.10 -3.05
C -2.01 -2.67 -2.22
C -1.19 -3.76 -1.54
C -1.38 -3.73 -0.02
C 0.29 -3.79 -1.95
C -1.86 -1.28 -2.03
N -0.75 -0.80 -1.29
H -1.56 2.82 -3.10
H -1.95 1.62 -4.34
H -0.73 1.25 -3.14
H -3.73 1.50 -2.77
H -1.79 1.28 -0.42
H -3.55 1.22 -0.37
H -2.73 2.70 -0.88
H -4.53 -0.17 -3.79
H -4.71 -2.58 -4.29
H -3.15 -4.17 -3.22
H -1.63 -4.70 -1.88
H -1.13 -2.76 0.40
H -0.75 -4.48 0.46
H -2.42 -3.94 0.25
H 0.91 -3.19 -1.29
H 0.43 -3.45 -2.97
H 0.67 -4.81 -1.89
*
```

Calculated values
energy: -5196.71514 hartree
HOMO-LUMO gap: 6.9 eV
F_max: 0.055 Eh/bohr
energy above the lowest of the compared OMol25 structures with the same formula, charge and spin: 9.7 kcal per mole